The following is a DFT calculation (ωB97M-V/def2-TZVPD) of 2 unconnected molecules or ions with the total composition C4H12.

Values from the calculation:
* M: 60.1 g/mol
* SMILES: CC.CC
* energy above the lowest of the compared OMol25 structures with the same formula, charge and spin: 178.54 kJ/mol
* LUMO: 1.0 eV
* spin multiplicity: 1
* orbital gap: 11.98 eV
* HOMO level: -10.94 eV

Geometry as XYZ:
```
16
Properties=species:S:1:pos:R:3:forces:R:3:mulliken_charge:R:1
C 0.957945 -1.379925 -1.897656 0.384 2.862 2.148 -0.75
C 0.185754 -0.428266 -2.814518 1.245 0.738 -0.521 -0.69
H 1.316972 -2.301599 -2.242813 0.351 -1.121 -1.338 0.36
H 1.934588 -0.763540 -1.577267 -2.300 -1.598 0.175 0.20
H 0.225966 -1.648505 -1.109637 1.046 0.213 0.384 0.18
H -0.562799 -0.986587 -3.370006 0.468 -0.023 -1.001 0.28
H 1.064338 0.120413 -3.366384 -2.534 -0.718 0.151 0.23
H -0.504627 0.290745 -2.293126 1.334 -0.347 0.019 0.20
C -0.121961 1.083826 2.869234 1.879 2.670 2.460 -0.76
C -1.075739 0.724273 1.802651 -1.649 -4.406 -2.279 -0.42
H -0.205650 0.750610 3.993350 -1.004 0.532 -2.219 0.26
H 0.937321 0.817439 2.754076 -0.266 0.018 -0.816 0.30
H -0.158346 2.214145 2.832856 0.576 -0.990 0.817 0.19
H -0.602339 0.151982 0.878836 -0.464 1.162 1.881 -0.06
H -1.698265 1.511643 1.258397 0.686 -0.880 1.534 0.30
H -1.693153 -0.156660 2.282002 0.247 1.888 -1.395 0.19
```
Forces are in eV/Å.